[1]
{"formula": "C25H51BrInN2O7Si4Te", "method": "the ωB97M-V functional and the def2-TZVPD basis", "symbols": ["In", "C", "C", "O", "C", "C", "O", "C", "C", "O", "C", "C", "O", "H", "H", "H", "H", "H", "H", "H", "H", "H", "H", "H", "H", "H", "H", "H", "H", "Br", "C", "C", "C", "C", "C", "C", "C", "O", "O", "H", "H", "H", "H", "N", "C", "N", "O", "H", "H", "H", "H", "C", "Si", "C", "C", "Si", "Te", "Si", "C", "C", "C", "Si", "C", "C", "C", "H", "H", "H", "H", "H", "H", "H", "H", "H", "H", "H", "H", "H", "H", "H", "H", "H", "H", "H", "H", "H", "H", "H", "H", "H", "H", "H"], "coordinates": [[0.81, -1.31, 0.88], [-1.57, -3.45, 0.56], [-0.78, -4.19, 1.61], [-0.10, -3.16, 2.34], [0.93, -3.64, 3.20], [2.14, -4.09, 2.36], [2.07, -3.46, 1.09], [3.29, -3.48, 0.34], [2.89, -3.30, -1.12], [1.92, -2.25, -1.22], [0.84, -2.57, -2.10], [-0.14, -3.47, -1.39], [-0.66, -2.71, -0.29], [-2.20, -2.69, 1.03], [-2.19, -4.10, -0.05], [-0.06, -4.88, 1.17], [-1.44, -4.75, 2.28], [0.56, -4.45, 3.82], [1.19, -2.80, 3.83], [2.14, -5.18, 2.19], [3.07, -3.82, 2.87], [3.79, -4.44, 0.46], [3.93, -2.67, 0.70], [2.45, -4.22, -1.50], [3.76, -3.05, -1.74], [1.20, -3.01, -3.03], [0.35, -1.63, -2.34], [0.33, -4.38, -1.02], [-0.96, -3.73, -2.06], [5.80, 4.28, 5.08], [4.93, 2.87, 4.19], [4.98, 2.81, 2.80], [4.34, 1.77, 2.15], [3.65, 0.81, 2.89], [3.62, 0.88, 4.28], [4.26, 1.91, 4.93], [2.93, -0.26, 2.15], [1.99, -0.92, 2.74], [3.15, -0.46, 0.95], [5.51, 3.57, 2.24], [4.35, 1.70, 1.08], [3.10, 0.11, 4.84], [4.26, 1.97, 6.01], [-2.30, -0.30, 4.21], [-1.07, -0.30, 3.63], [-0.05, 0.15, 4.38], [-0.93, -0.68, 2.46], [-2.46, 0.04, 5.14], [-3.08, -0.56, 3.64], [-0.15, 0.41, 5.34], [0.88, 0.00, 4.00], [-4.79, 1.88, -1.84], [-3.45, 0.90, -0.97], [-3.70, -0.92, -1.36], [-3.55, 1.14, 0.89], [-1.37, 1.63, -1.74], [0.46, 1.24, -0.02], [-0.66, 0.87, -3.85], [-1.49, -0.77, -4.28], [-1.18, 2.11, -5.17], [1.20, 0.72, -3.88], [-1.23, 3.99, -1.71], [-2.46, 4.73, -2.91], [0.51, 4.49, -2.19], [-1.61, 4.60, 0.02], [-5.78, 1.49, -1.59], [-4.68, 1.83, -2.92], [-4.77, 2.93, -1.55], [-4.54, -1.32, -0.79], [-2.82, -1.51, -1.13], [-3.92, -1.07, -2.42], [-4.48, 0.70, 1.26], [-3.54, 2.19, 1.17], [-2.71, 0.65, 1.37], [-2.51, -0.60, -4.63], [-1.56, -1.45, -3.43], [-0.94, -1.27, -5.08], [-2.24, 2.35, -5.09], [-1.01, 1.69, -6.16], [-0.61, 3.03, -5.09], [1.60, 0.09, -3.09], [1.66, 1.70, -3.74], [1.53, 0.33, -4.85], [-2.24, 4.43, -3.94], [-2.40, 5.82, -2.87], [-3.48, 4.45, -2.68], [0.70, 4.25, -3.24], [1.27, 4.00, -1.59], [0.63, 5.57, -2.07], [-2.56, 4.21, 0.38], [-1.67, 5.69, 0.02], [-0.84, 4.31, 0.74]], "lumo_ev": -2.39, "total_charge": 1, "homo_ev": -9.58, "max_force_ev_per_a": 0.7, "energy_ha": -5809.53175}

=====

[2]
{"formula": "C25H51Cl19NO6PS2", "method": "the ωB97M-V functional and the def2-TZVPD basis", "symbols": ["C", "C", "C", "Cl", "C", "P", "N", "O", "O", "S", "O", "O", "O", "C", "S", "C", "C", "C", "C", "C", "C", "C", "C", "C", "C", "O", "C", "H", "H", "H", "H", "H", "H", "H", "H", "H", "H", "H", "H", "H", "H", "H", "H", "H", "H", "H", "H", "H", "H", "H", "H", "H", "H", "H", "H", "H", "H", "H", "H", "H", "Cl", "C", "Cl", "H", "H", "Cl", "C", "Cl", "H", "H", "Cl", "C", "Cl", "H", "H", "Cl", "C", "Cl", "H", "H", "Cl", "C", "Cl", "H", "H", "Cl", "C", "Cl", "H", "H", "Cl", "C", "Cl", "H", "H", "Cl", "C", "Cl", "H", "H", "Cl", "C", "Cl", "H", "H"], "coordinates": [[-2.32, -4.66, 3.76], [-0.97, -3.88, 3.90], [-1.10, -2.34, 4.07], [0.54, -1.74, 4.61], [-1.73, -1.52, 2.89], [-3.66, -1.71, 2.73], [-4.39, -0.14, 2.52], [-4.30, -2.22, 4.24], [-1.69, -0.14, 3.46], [-0.57, 0.87, 2.75], [0.51, 1.29, 3.68], [-1.12, 2.01, 2.01], [0.12, -0.37, 1.86], [-0.94, -1.31, 1.54], [0.05, -2.71, 0.87], [-1.83, -0.73, 0.39], [-1.15, -0.58, -1.00], [0.04, 0.43, -1.08], [0.19, 1.06, -2.52], [1.60, 0.74, -3.16], [2.21, 2.06, -3.75], [3.71, 1.87, -4.20], [4.54, 3.20, -4.18], [6.07, 2.84, -3.98], [6.87, 4.03, -3.36], [6.23, 4.59, -2.21], [6.54, 5.97, -2.11], [-2.85, -4.47, 2.82], [-2.95, -4.42, 4.67], [-2.09, -5.75, 3.83], [-0.30, -4.22, 3.09], [-0.50, -4.25, 4.84], [-1.76, -2.18, 4.95], [-3.83, 0.49, 1.96], [-4.55, 0.24, 3.45], [-3.92, -1.60, 4.89], [-0.93, -3.67, 0.70], [-2.27, 0.27, 0.64], [-2.69, -1.44, 0.24], [-0.88, -1.55, -1.49], [-1.94, -0.16, -1.68], [1.01, -0.07, -0.81], [-0.10, 1.21, -0.30], [-0.03, 2.14, -2.46], [-0.60, 0.58, -3.15], [1.41, 0.04, -4.01], [2.29, 0.23, -2.47], [2.13, 2.92, -3.05], [1.62, 2.30, -4.67], [4.14, 1.12, -3.49], [3.74, 1.47, -5.24], [4.49, 3.72, -5.17], [4.19, 3.92, -3.41], [6.55, 2.62, -4.95], [6.17, 1.92, -3.36], [7.07, 4.81, -4.13], [7.88, 3.68, -3.03], [6.25, 6.29, -1.09], [5.95, 6.59, -2.83], [7.63, 6.15, -2.28], [-2.13, -4.98, 6.69], [-2.57, -3.79, 7.93], [-2.96, -2.23, 7.20], [-3.44, -4.16, 8.47], [-1.73, -3.67, 8.61], [6.48, 3.93, -7.70], [6.02, 2.42, -8.49], [5.17, 1.35, -7.37], [5.37, 2.65, -9.33], [6.92, 1.92, -8.85], [-5.63, -4.95, 2.51], [-5.46, -6.50, 1.67], [-3.87, -6.66, 0.91], [-5.58, -7.31, 2.39], [-6.22, -6.57, 0.90], [-6.04, -2.43, 6.44], [-6.84, -3.06, 7.89], [-5.75, -3.12, 9.29], [-7.68, -2.41, 8.14], [-7.20, -4.06, 7.68], [-3.79, 2.80, 4.44], [-2.96, 4.31, 4.05], [-3.81, 5.70, 4.74], [-1.96, 4.27, 4.45], [-2.93, 4.42, 2.97], [9.39, 3.07, -5.32], [10.22, 4.59, -5.69], [9.40, 6.00, -5.01], [11.22, 4.55, -5.28], [10.26, 4.71, -6.77], [-6.51, 6.77, 1.09], [-5.48, 7.72, 2.16], [-6.33, 9.16, 2.77], [-5.19, 7.10, 3.01], [-4.60, 8.04, 1.62], [-6.81, -8.89, 3.51], [-6.45, -10.61, 3.29], [-6.00, -10.97, 1.62], [-5.63, -10.88, 3.94], [-7.34, -11.19, 3.55], [2.14, -0.50, -8.69], [2.92, -0.71, -10.26], [3.80, 0.75, -10.75], [3.62, -1.53, -10.20], [2.16, -0.92, -11.01]], "lumo_ev": 0.30, "homo_ev": -8.64, "max_force_ev_per_a": 3.8, "smiles": "CC[C@@H](Cl)[C@@]1(P(N)O)OS(=O)(=O)O[C@]1(S)CCCCCCCCCCOC.ClCCl.ClCCl.ClCCl.ClCCl.ClCCl.ClCCl.ClCCl.ClCCl.ClCCl", "energy_ha": -11370.60039}